Computed, not measured: a cluster of 12 separate species, H24O12 in total, with ωB97M-V with the def2-TZVPD basis set.

Element x y z (Å)
O: -2.375 0.838 2.148
H: -2.308 1.741 2.458
H: -1.798 0.802 1.386
O: -0.785 -3.513 -0.836
H: -0.637 -3.143 0.034
H: -1.031 -2.762 -1.377
O: 0.281 -0.682 3.996
H: 0.392 -0.707 3.045
H: 1.122 -0.980 4.344
O: -0.304 0.233 0.362
H: 0.382 -0.433 0.336
H: -0.679 0.227 -0.519
O: 0.403 2.513 -2.055
H: 0.188 2.193 -2.931
H: 1.297 2.206 -1.900
O: 1.263 2.374 1.168
H: 0.769 1.610 0.869
H: 0.632 2.884 1.676
O: 2.112 -1.336 0.320
H: 2.678 -1.999 -0.077
H: 2.456 -1.226 1.206
O: -1.541 2.725 -0.086
H: -0.671 2.468 -0.390
H: -2.087 2.704 -0.872
O: 2.835 1.124 -1.307
H: 2.611 0.231 -1.043
H: 3.181 1.530 -0.513
O: -0.003 -2.933 1.793
H: 0.300 -3.606 2.402
H: 0.786 -2.660 1.325
O: -0.388 -1.220 -3.450
H: -0.621 -0.776 -4.266
H: -0.812 -0.703 -2.765
O: -2.270 -0.151 -1.619
H: -2.890 -0.291 -0.903
H: -2.488 0.718 -1.958

Output
* energy relative to the best compared isomer or geometry (same formula, charge and spin): 36.9 kcal per mole
* max |F|: 0.0173 hartree/bohr
* SMILES: O.O.O.O.O.O.O.O.O.O.O.O
* DFT total energy: -917.26654 Ha
* highest occupied orbital energy: -10.44 eV
* orbital gap: 9.9563 eV
* total charge: 0

---

Computed, not measured: the ion C6H13N4 with charge +1, with ωB97M-V with the def2-TZVPD basis set.

Element x y z (Å)
C: -0.985 -1.496 0.557
N: -1.467 -0.379 0.153
C: -1.976 -0.440 -1.257
C: -1.138 0.894 0.748
N: 0.182 1.416 0.594
C: 0.691 1.705 -0.754
N: 1.457 0.497 -1.075
C: 1.634 -0.213 -0.056
N: 2.097 -1.470 0.008
C: 1.218 0.607 1.153
H: -0.961 -2.412 0.040
H: -0.470 -1.620 1.593
H: -1.594 -1.286 -1.817
H: -3.036 -0.504 -1.147
H: -1.821 0.585 -1.775
H: -1.712 1.697 0.237
H: -1.307 0.636 1.766
H: 0.068 1.783 -1.715
H: 1.344 2.551 -0.723
H: 2.088 -2.012 -0.743
H: 2.548 -1.895 0.830
H: 1.060 0.091 2.096
H: 2.080 1.264 1.290

Output
* energy relative to the best compared isomer or geometry (same formula, charge and spin): 64.5 kcal per mole
* max |F|: 0.0986 hartree/bohr
* SMILES: C=[N+](C)CN1CN=C(N)C1
* DFT total energy: -455.10770 Ha
* highest occupied orbital energy: -12.78 eV
* orbital gap: 7.9090 eV
* total charge: +1

---

Computed, not measured: a cluster of 2 separate species, C10H16 in total, with ωB97M-V with the def2-TZVPD basis set.

Element x y z (Å)
C: 1.709 -2.850 -1.804
C: 3.210 -2.611 -2.095
H: 1.704 -3.749 -1.200
H: 1.118 -2.123 -1.256
H: 1.238 -3.192 -2.779
H: 3.362 -2.356 -3.151
H: 3.699 -3.594 -2.036
H: 3.645 -1.939 -1.376
C: -0.807 -1.111 0.775
C: 0.327 -1.370 1.793
C: -0.918 0.368 0.503
C: 0.256 1.084 0.162
C: -2.142 0.999 0.776
C: 0.176 2.427 -0.128
C: -2.223 2.358 0.560
C: -1.095 3.018 -0.021
H: -0.605 -1.671 -0.115
H: -1.750 -1.551 1.214
H: 1.174 -0.737 1.400
H: 1.226 0.550 0.166
H: -2.975 0.393 1.078
H: 1.002 3.093 -0.418
H: -3.083 2.954 0.960
H: -1.159 4.010 -0.386
H: 0.596 -2.392 1.970
H: -0.096 -1.045 2.755

Output
* 2S+1: 2
* energy relative to the best compared isomer or geometry (same formula, charge and spin): 20.2 kcal per mole
* max |F|: 0.0443 hartree/bohr
* DFT total energy: -390.27773 Ha
* highest occupied orbital energy (spin up / spin down): -13.99 / -13.99 eV
* orbital gap (spin up / spin down): 9.6182 / 5.7556 eV
* total charge: +1

---

Computed, not measured: a structure of composition C5H3N, with ωB97M-V with the def2-TZVPD basis set.

Element x y z (Å)
C: -0.976 0.034 0.014
C: 1.368 1.010 -0.038
C: 1.132 -0.971 -0.015
C: -0.062 1.146 -0.021
C: -0.252 -1.170 -0.084
N: 2.067 -0.134 -0.015
H: -2.011 0.257 -0.013
H: -0.603 2.016 0.218
H: -0.663 -2.189 -0.045

Output
* energy relative to the best compared isomer or geometry (same formula, charge and spin): 62.1 kcal per mole
* max |F|: 0.0822 hartree/bohr
* DFT total energy: -246.88302 Ha
* highest occupied orbital energy (spin up / spin down): -9.21 / -8.18 eV
* orbital gap (spin up / spin down): 9.4730 / 7.6877 eV
* total charge: 0

---

Computed, not measured: a structure of composition C43H42Cl5F5FeN7OP2S, with ωB97M-V with the def2-TZVPD basis set.

Element x y z (Å)
Fe: 0.143 -0.070 -0.989
C: -0.562 -2.664 3.049
P: -0.940 -1.225 1.926
C: -0.182 0.040 3.051
N: -0.851 0.510 4.070
C: -0.215 1.293 4.975
C: -0.917 1.807 6.084
C: -0.248 2.533 7.034
C: 1.132 2.781 6.908
C: 1.831 2.308 5.830
C: 1.164 1.551 4.844
N: 1.844 1.085 3.770
C: 1.206 0.384 2.867
P: 2.143 -0.109 1.342
C: 2.932 -1.639 2.040
C: 3.670 1.036 1.350
C: 4.691 0.832 2.475
C: 3.171 2.487 1.349
C: 4.393 0.762 0.032
C: -2.842 -1.155 2.092
C: -3.293 0.061 1.276
C: -3.359 -2.428 1.415
C: -3.480 -1.104 3.483
H: -1.110 -2.587 3.988
H: 0.504 -2.670 3.277
H: -0.817 -3.594 2.541
H: -1.976 1.603 6.170
H: -0.784 2.919 7.892
H: 1.643 3.352 7.673
H: 2.891 2.495 5.709
H: 3.423 -1.430 2.990
H: 3.658 -2.016 1.318
H: 2.177 -2.411 2.192
H: 4.235 0.923 3.454
H: 5.455 1.610 2.377
H: 5.195 -0.133 2.393
H: 2.786 2.771 2.327
H: 2.379 2.624 0.613
H: 3.997 3.159 1.099
H: 4.747 -0.270 -0.027
H: 5.256 1.428 -0.060
H: 3.727 0.942 -0.804
H: -2.835 0.051 0.284
H: -3.013 0.991 1.774
H: -4.380 0.050 1.156
H: -2.963 -2.520 0.408
H: -4.449 -2.381 1.344
H: -3.095 -3.322 1.986
H: -3.256 -0.184 3.999
H: -3.168 -1.941 4.111
H: -4.565 -1.185 3.353
O: -0.083 1.573 0.364
C: -0.696 2.710 0.360
C: -0.647 3.525 1.521
C: -1.364 4.693 1.632
C: -2.170 5.124 0.579
C: -2.188 4.387 -0.588
C: -1.449 3.210 -0.744
C: -1.378 2.564 -2.046
N: -0.806 1.414 -2.351
C: -0.857 1.273 -3.713
C: -1.472 2.354 -4.256
N: -1.799 3.161 -3.194
H: -0.023 3.182 2.339
H: -1.308 5.276 2.544
H: -2.761 6.026 0.666
H: -2.813 4.739 -1.402
H: -0.447 0.397 -4.190
H: -1.696 2.621 -5.274
H: -2.244 4.056 -3.254
F: -3.328 0.508 -2.601
C: -3.087 -0.806 -2.369
C: -2.115 -1.202 -1.464
C: -2.173 -2.566 -1.229
F: -1.415 -3.104 -0.224
C: -2.968 -3.481 -1.893
F: -2.902 -4.801 -1.618
C: -3.851 -3.022 -2.851
F: -4.634 -3.873 -3.531
C: -3.932 -1.662 -3.063
F: -4.839 -1.188 -3.937
C: -1.178 -4.748 -5.557
C: -0.022 -3.744 -5.482
C: 0.291 -3.365 -4.076
N: 0.170 -2.195 -3.574
N: 0.492 -2.114 -2.261
C: 0.908 -3.236 -1.754
N: 1.423 -3.359 -0.505
S: 0.873 -4.546 -2.899
H: -1.373 -5.035 -6.590
H: -2.087 -4.312 -5.141
H: -0.942 -5.649 -4.990
H: -0.272 -2.828 -6.015
H: 0.871 -4.174 -5.942
H: 1.251 -2.553 0.081
H: 1.337 -4.250 -0.050
Cl: 1.580 3.305 -2.066
C: 2.139 1.946 -2.998
C: 2.111 0.664 -2.438
C: 2.902 -0.246 -3.146
Cl: 3.401 -1.718 -2.357
C: 3.471 -0.002 -4.395
Cl: 4.379 -1.219 -5.227
C: 3.321 1.251 -4.974
Cl: 3.992 1.586 -6.530
C: 2.694 2.251 -4.242
Cl: 2.622 3.852 -4.893

Output
* 2S+1: 5
* max |F|: 0.0324 hartree/bohr
* DFT total energy: -7267.25208 Ha
* highest occupied orbital energy (spin up / spin down): -4.75 / -4.79 eV
* orbital gap (spin up / spin down): 6.5003 / 6.5318 eV
* total charge: -1

---

Computed, not measured: a structure of composition C27H25Cl4MnN3O4, with ωB97M-V with the def2-TZVPD basis set.

Element x y z (Å)
Mn: -0.044 -0.492 -0.218
C: 1.617 -0.820 -2.779
N: 1.823 -0.012 -1.566
C: 3.092 -0.422 -0.938
C: 3.128 -1.811 -0.331
C: 2.460 -1.873 1.029
N: 1.010 -1.976 0.947
C: 0.344 -2.068 2.238
C: -0.135 -0.789 2.896
C: -0.700 -0.944 4.155
C: -1.084 0.132 4.947
C: -0.849 1.415 4.470
C: -0.267 1.599 3.227
C: 0.091 0.523 2.386
O: 0.590 0.791 1.199
C: 1.992 1.412 -1.946
C: 0.810 2.310 -1.644
C: -0.500 1.796 -2.220
N: -1.157 0.928 -1.255
C: -2.394 1.217 -1.040
C: -3.300 0.618 -0.111
C: -4.622 1.095 -0.062
C: -5.551 0.590 0.813
C: -5.146 -0.439 1.694
C: -3.871 -0.927 1.681
C: -2.877 -0.419 0.777
O: -1.707 -0.883 0.804
H: 2.456 -0.671 -3.479
H: 0.682 -0.545 -3.259
H: 1.520 -1.870 -2.526
H: 3.291 0.292 -0.136
H: 3.897 -0.317 -1.687
H: 4.182 -2.077 -0.203
H: 2.699 -2.571 -0.988
H: 2.676 -0.955 1.586
H: 2.866 -2.714 1.593
H: 1.019 -2.528 2.977
H: -0.846 -1.957 4.519
H: -1.546 -0.031 5.914
H: -1.128 2.280 5.063
H: -0.100 2.596 2.835
H: 2.232 1.462 -3.018
H: 2.859 1.813 -1.416
H: 1.040 3.301 -2.054
H: 0.692 2.401 -0.561
H: -0.315 1.244 -3.148
H: -1.155 2.638 -2.479
H: -2.828 2.040 -1.623
H: -4.902 1.890 -0.750
H: -6.565 0.971 0.833
H: -5.864 -0.850 2.397
H: -3.549 -1.714 2.352
Cl: 0.007 -7.047 -2.240
C: 0.268 -5.647 -1.236
C: 0.968 -5.712 -0.063
Cl: 1.647 -7.245 0.430
C: 1.154 -4.574 0.748
Cl: 1.910 -4.851 2.330
C: 0.398 -3.341 0.573
O: -0.555 -3.060 1.760
C: -0.147 -3.243 -0.834
O: -0.439 -2.064 -1.317
C: -0.243 -4.371 -1.612
Cl: -0.868 -4.156 -3.236

Output
* 2S+1: 2
* max |F|: 0.0033 hartree/bohr
* DFT total energy: -4500.88454 Ha
* highest occupied orbital energy (spin up / spin down): -0.15 / -0.23 eV
* orbital gap (spin up / spin down): 4.8271 / 4.9080 eV
* total charge: -2

---

Computed, not measured: a structure of composition C27H43BaN4O2PS5, with ωB97M-V with the def2-TZVPD basis set.

Element x y z (Å)
Ba: 0.969 -1.142 0.449
C: -0.161 -2.161 3.800
N: 0.371 -0.879 3.345
C: -0.661 0.146 3.386
C: 1.522 -0.485 4.157
C: 2.375 0.592 3.504
N: 2.928 0.179 2.222
C: 3.640 1.284 1.594
C: 3.843 -0.957 2.384
H: -0.510 -2.110 4.843
H: 0.594 -2.938 3.695
H: -1.007 -2.457 3.176
H: -1.044 0.308 4.406
H: -1.505 -0.140 2.758
H: -0.279 1.094 3.006
H: 2.123 -1.378 4.332
H: 1.196 -0.135 5.150
H: 3.182 0.863 4.207
H: 1.792 1.504 3.342
H: 4.461 1.656 2.225
H: 2.951 2.109 1.407
H: 4.062 0.947 0.647
H: 4.607 -0.746 3.147
H: 4.320 -1.169 1.431
H: 3.305 -1.861 2.677
O: -6.325 -2.055 -2.449
C: -5.961 -2.567 -1.182
C: -4.574 -2.100 -0.842
C: -4.117 -2.132 0.468
C: -2.813 -1.752 0.728
N: -1.958 -1.339 -0.205
C: -2.399 -1.311 -1.467
C: -3.690 -1.682 -1.824
C: -1.419 -0.920 -2.525
C: -1.832 -0.387 -3.736
C: -0.886 -0.154 -4.731
C: -1.319 0.378 -6.073
O: -2.248 -0.486 -6.708
C: 0.431 -0.481 -4.462
C: 0.766 -0.976 -3.207
N: -0.133 -1.167 -2.248
H: -7.195 -2.390 -2.680
H: -5.959 -3.665 -1.191
H: -6.654 -2.237 -0.400
H: -4.755 -2.453 1.280
H: -2.439 -1.787 1.744
H: -4.000 -1.673 -2.857
H: -2.875 -0.168 -3.919
H: -0.443 0.562 -6.705
H: -1.842 1.328 -5.950
H: -1.821 -1.338 -6.853
H: 1.204 -0.348 -5.208
H: 1.787 -1.242 -2.950
S: 6.556 -6.257 1.179
C: 5.287 -5.271 0.785
S: 3.657 -5.560 1.249
C: 2.921 -4.133 0.556
C: 3.772 -3.305 -0.100
S: 3.464 -1.793 -0.980
S: 5.446 -3.814 -0.113
S: 1.167 -4.030 0.799
C: 0.401 5.643 1.203
C: 0.723 4.224 1.660
P: 0.240 2.845 0.533
C: -1.531 3.259 0.203
C: -2.302 2.139 -0.482
C: 1.079 3.343 -1.034
C: 1.208 2.193 -2.023
H: 0.768 6.380 1.919
H: -0.672 5.798 1.098
H: 0.862 5.870 0.242
H: 0.252 4.017 2.625
H: 1.798 4.120 1.836
H: -1.594 4.182 -0.381
H: -1.984 3.482 1.175
H: -1.887 1.899 -1.464
H: -3.349 2.408 -0.631
H: -2.274 1.223 0.110
H: 2.076 3.703 -0.761
H: 0.561 4.192 -1.489
H: 1.809 1.381 -1.604
H: 1.704 2.506 -2.944
H: 0.237 1.778 -2.302

Output
* energy relative to the best compared isomer or geometry (same formula, charge and spin): 1.5 kcal per mole
* max |F|: 0.0113 hartree/bohr
* DFT total energy: -3782.00205 Ha
* highest occupied orbital energy: -5.85 eV
* orbital gap: 5.3569 eV
* total charge: 0